142
Properties=species:S:1:pos:R:3:mulliken_charge:R:1 method="wB97M-V/def2-TZVPD" molar_mass_g_mol=1042.9 s2=2.005 max_force_ev_per_a=8.59 charge=-1 e_homo_ha="-0.1468 / -0.1469" spin_multiplicity=3 e_above_lowest_ev=3.121
Ni 3.14366 -0.95346 -0.87027 2.21
N 1.20946 -0.74802 -0.70687 1.04
S 0.12250 -0.05017 0.17096 -0.11
O -0.14915 -0.43855 1.55824 -0.65
O -0.97072 0.60570 -0.60172 -0.47
F 1.07266 1.25923 0.52340 -0.40
S -0.02073 -1.80913 -1.32840 0.77
O -0.38144 -1.49672 -2.70693 -0.69
O -1.09402 -2.29931 -0.48281 -0.44
F 0.84297 -3.14025 -1.43160 -0.19
C 4.11434 -4.62749 1.27306 -1.23
C 5.27751 -5.05542 1.79566 0.60
C 6.60237 -4.39400 1.46340 0.11
O 7.72532 -4.86804 1.93198 -0.77
C 6.67938 -3.34391 0.69536 -0.81
C 5.44028 -2.76453 0.07411 0.51
C 4.04674 -3.44536 0.41210 0.38
O 3.06583 -2.88008 -0.08539 -0.54
O 5.39226 -1.69936 -0.58564 -0.59
O 5.17582 -6.02250 2.66122 -0.75
H 3.16161 -5.06425 1.53374 0.36
H 7.64785 -2.88100 0.57624 0.40
C -3.48251 -2.04957 2.43091 -0.55
O -4.50073 -1.29844 1.74001 -0.49
C -3.78448 -0.37393 0.90028 0.43
C -4.76090 0.37469 -0.06911 -0.78
N -5.49367 -0.48606 -1.05117 -0.38
C -4.63994 -1.22712 -2.00697 0.24
C -5.53094 -2.15587 -2.81047 -0.92
O -6.04263 -1.48698 -3.92817 -0.30
C -6.77814 -2.24154 -4.83611 -0.81
H -2.97942 -1.51667 3.23778 0.29
H -2.80588 -2.62184 1.79626 0.18
H -3.94422 -2.89334 2.94373 0.29
H -2.93463 -0.79346 0.36191 -0.43
H -3.37551 0.35217 1.60286 0.43
H -4.02440 0.96301 -0.61640 0.19
H -5.57396 0.97100 0.34496 0.45
H -6.22145 0.01853 -1.53678 0.25
H -3.91991 -1.84806 -1.47396 0.05
H -4.01610 -0.57531 -2.61858 0.22
H -6.27439 -2.57876 -2.13478 0.37
H -4.95032 -3.02279 -3.12580 0.40
H -6.14940 -2.87567 -5.46115 0.31
H -7.21905 -1.59772 -5.59715 0.28
H -7.52537 -2.92990 -4.44127 0.32
C 0.12613 -5.16235 0.67547 -0.46
O -0.76281 -5.68252 1.61508 -0.44
C -0.42969 -5.61591 3.01090 -0.49
C -1.63924 -6.05529 3.91117 -0.58
N -1.92296 -7.51439 3.75182 -0.49
C -3.27937 -7.82043 4.27741 -0.56
C -3.62649 -9.28858 4.29037 -0.72
O -4.07632 -9.87363 3.05349 -0.34
C -4.02141 -11.26634 2.99143 -0.78
H 1.09790 -5.63561 0.81609 0.34
H 0.11505 -4.09190 0.88070 0.02
H -0.28017 -5.13031 -0.33547 0.33
H -0.18006 -4.57423 3.21258 0.33
H 0.43386 -6.26761 3.14386 0.37
H -2.54489 -5.54375 3.58530 0.31
H -1.39889 -5.95128 4.96924 0.37
H -2.00337 -7.47469 2.74580 0.29
H -4.07087 -7.35621 3.68910 0.31
H -3.33138 -7.36573 5.26667 0.47
H -4.37137 -9.40863 5.07703 0.41
H -2.85097 -9.88024 4.77681 0.41
H -3.04488 -11.53250 2.58689 0.30
H -4.71756 -11.76305 2.31560 0.27
H -4.18250 -11.83138 3.90953 0.33
C 2.80223 -2.63991 -3.75888 -0.94
O 3.25461 -1.56717 -2.98074 -0.41
C 3.28344 -0.34428 -3.72280 -0.79
C 4.20159 0.57159 -2.88472 -0.90
N 3.57878 0.93916 -1.58901 1.43
C 4.61032 1.36200 -0.62485 -0.82
C 4.09806 1.21109 0.86448 -0.78
O 3.71044 -0.14700 1.01047 0.06
C 3.15995 -0.55282 2.24462 -1.02
H 1.73967 -2.52200 -3.97138 0.27
H 3.09948 -3.53159 -3.20694 0.24
H 3.34485 -2.70434 -4.70203 0.42
H 2.29856 0.11966 -3.77647 0.17
H 3.67317 -0.49348 -4.72975 0.73
H 4.43885 1.53201 -3.34231 0.51
H 5.16580 0.06505 -2.92763 0.51
H 2.99106 1.74874 -1.72780 -1.05
H 5.02789 2.35973 -0.76006 0.47
H 5.52061 0.76727 -0.70076 0.60
H 3.37795 1.98416 1.13264 0.23
H 4.93153 1.40996 1.53819 0.60
H 2.59882 0.23197 2.75190 0.25
H 3.99643 -0.59042 2.94247 0.36
H 2.70029 -1.53396 2.36369 0.30
C 0.00110 4.19868 -6.15451 -0.89
O 0.50089 3.45716 -5.08291 -0.23
C -0.10052 3.73335 -3.81581 -0.94
C 0.59412 2.89214 -2.73915 -0.56
N 2.04779 2.99112 -2.73073 0.31
C 2.56296 4.17068 -2.16214 -0.75
C 3.97709 4.49327 -2.69375 -0.87
O 3.97146 4.72173 -4.10551 -0.30
C 5.18741 5.19952 -4.60358 -0.88
H -1.00048 3.85659 -6.41512 0.35
H 0.55829 4.03883 -7.07759 0.26
H -0.10395 5.27269 -6.00095 0.32
H -1.14223 3.41405 -3.84722 0.57
H 0.07645 4.74934 -3.46288 0.36
H 0.27298 1.86228 -2.89512 0.10
H 0.18915 3.21394 -1.77970 0.12
H 2.31844 3.06584 -3.70092 0.34
H 2.51083 4.09340 -1.07614 0.42
H 1.87572 4.95286 -2.48463 0.48
H 4.63688 3.67834 -2.39597 0.25
H 4.32873 5.39401 -2.19064 0.55
H 5.36227 5.10598 -5.67539 0.26
H 6.06183 4.76116 -4.12260 0.31
H 5.26006 6.23994 -4.28684 0.34
C -3.23748 10.90411 4.56698 -0.76
O -2.95604 10.24002 3.32858 -0.33
C -2.01816 9.21586 3.44620 -0.44
C -1.59543 8.81024 2.02689 -0.57
N -0.65598 7.68392 2.02352 -0.33
C -1.25182 6.46601 2.56334 -1.05
C -0.54578 5.20624 2.02244 -0.17
O -1.33323 4.10778 2.52747 -0.43
C -0.81766 2.88367 2.31578 -0.57
H -2.40326 11.48908 4.95427 0.31
H -3.56674 10.21629 5.34582 0.31
H -4.06830 11.57184 4.33900 0.26
H -2.50932 8.31478 3.81352 0.28
H -1.19634 9.35998 4.14758 0.38
H -1.08315 9.67224 1.59955 0.34
H -2.44482 8.52267 1.40727 0.37
H -0.42441 7.39268 1.08454 0.23
H -2.34074 6.42374 2.58760 0.45
H -1.27940 6.60848 3.64363 0.35
H 0.38597 5.13033 2.58296 0.34
H -0.48079 5.22097 0.93448 0.18
H -1.32018 2.17649 2.97569 0.32
H 0.17683 2.81887 2.75722 0.35
H -0.79966 2.42817 1.32568 0.08